# 1
ORCA calculation (wB97M-V/def2-TZVPD) on a molecular structure, C43H55CrFGe2N5O6 in a non-equilibrium geometry.

Atoms and positions in Å:
Cr1 1.076 -0.095 2.316
C1 -4.935 -4.026 -0.295
C2 -5.065 -2.529 -0.030
N1 -3.771 -1.874 0.075
C3 -3.150 -1.867 1.287
C4 -1.961 -1.267 1.534
C5 -1.415 -1.522 2.927
O1 -2.190 -1.905 3.790
O2 -0.147 -1.381 3.099
C6 -1.306 -0.530 0.484
O3 -0.190 0.103 0.624
C7 -1.970 -0.523 -0.772
C8 -1.421 0.208 -1.869
C9 -1.947 0.095 -3.121
F1 -1.392 0.801 -4.142
C10 -3.036 -0.722 -3.381
C11 -3.637 -1.428 -2.296
C12 -3.152 -1.280 -1.005
N2 -3.526 -1.082 -4.711
C13 -2.721 -0.747 -5.913
C14 -3.345 -1.531 -7.106
N3 -4.330 -2.466 -6.569
C15 -5.486 -1.748 -6.033
C16 -4.948 -0.716 -5.007
H1 -5.918 -4.495 -0.343
H2 -4.366 -4.493 0.510
H3 -4.408 -4.212 -1.232
H4 -5.595 -2.363 0.908
H5 -5.640 -2.040 -0.817
H6 -3.648 -2.379 2.099
H7 -0.589 0.866 -1.689
H8 -4.457 -2.101 -2.511
H9 -1.688 -1.031 -5.732
H10 -2.753 0.325 -6.079
H11 -2.575 -2.090 -7.633
H12 -3.800 -0.832 -7.817
H13 -3.543 -2.114 -4.751
H14 -4.595 -3.179 -7.232
H15 -6.145 -2.469 -5.550
H16 -6.057 -1.229 -6.811
H17 -5.513 -0.722 -4.081
H18 -4.959 0.297 -5.405
O4 4.134 0.105 0.658
N4 2.874 0.184 0.760
O5 2.200 -0.969 0.973
O6 2.330 1.199 1.489
C17 3.736 -2.321 -1.699
Ge1 2.118 -1.280 -2.141
C18 2.081 -0.923 -4.108
C19 0.580 -2.463 -1.750
Ge2 2.181 0.986 -1.070
C20 0.896 2.499 -1.155
C21 0.424 3.190 -0.047
C22 -0.413 4.283 -0.222
C23 -0.792 4.676 -1.497
C24 -0.309 3.997 -2.608
C25 0.544 2.917 -2.435
C26 3.851 1.945 -1.529
C27 4.087 3.192 -0.957
C28 5.328 3.800 -1.077
C29 6.347 3.167 -1.773
C30 6.120 1.928 -2.356
C31 4.879 1.324 -2.234
H19 3.850 -3.131 -2.421
H20 3.605 -2.739 -0.702
H21 4.635 -1.709 -1.689
H22 2.102 -1.862 -4.663
H23 2.937 -0.320 -4.414
H24 1.171 -0.380 -4.372
H25 0.846 -3.462 -2.102
H26 -0.336 -2.137 -2.238
H27 0.421 -2.500 -0.672
H28 0.715 2.871 0.945
H29 -0.771 4.835 0.639
H30 -1.461 5.517 -1.628
H31 -0.595 4.307 -3.605
H32 0.934 2.391 -3.302
H33 3.296 3.683 -0.403
H34 5.499 4.764 -0.614
H35 7.318 3.637 -1.860
H36 6.916 1.426 -2.893
H37 4.709 0.351 -2.682
C32 -2.171 2.379 3.936
C33 -1.014 1.902 4.773
C34 -1.018 2.016 6.157
C35 0.076 1.562 6.888
C36 0.104 1.730 8.385
C37 1.143 0.932 6.263
C38 1.164 0.732 4.865
C39 0.081 1.329 4.163
N5 2.007 0.022 4.080
C40 3.179 -0.771 4.488
C41 4.457 -0.088 3.977
C42 3.360 -0.987 5.997
C43 3.051 -2.174 3.869
H38 -2.862 2.985 4.520
H39 -2.715 1.515 3.545
H40 -1.823 2.966 3.083
H41 -1.860 2.474 6.662
H42 -0.766 2.287 8.730
H43 1.001 2.264 8.703
H44 0.103 0.757 8.881
H45 1.946 0.592 6.891
H46 0.123 1.383 3.066
H47 4.529 0.923 4.383
H48 4.460 -0.020 2.894
H49 5.336 -0.660 4.286
H50 3.641 -0.065 6.504
H51 4.177 -1.696 6.136
H52 2.465 -1.409 6.454
H53 3.070 -2.126 2.783
H54 2.108 -2.626 4.179
H55 3.877 -2.810 4.195

The calculation puts the calculated total energy at -209384.77758 eV. The calculation puts the energy above the lowest of the compared OMol25 structures with the same formula, charge and spin at 2.092 eV. As for the LUMO energy (spin up / spin down): -0.0116 / -0.0431 hartree. The spin multiplicity is 6. Its net charge is 0. The value obtained for the HOMO energy (spin up / spin down) is -5.283 / -6.100 eV.

Results of the Mulliken charge analysis, in e, for atoms 1 through 2: atom 1 (Cr): -0.4573, atom 2 (C): -1.0718



# 2
ORCA calculation (wB97M-V/def2-TZVPD) on C4H4ClNS2 in the gas phase in a non-equilibrium geometry.

Atoms and positions in Å:
C1 0.702 -0.096 -0.017
C2 -0.544 -0.827 -0.056
C3 -1.686 0.237 -0.154
C4 -1.303 1.481 -0.065
H1 3.923 -1.094 0.773
H2 -0.746 -1.471 0.799
H3 -0.482 -1.436 -0.906
H4 -1.968 2.390 -0.025
N1 1.756 -0.802 -0.048
S1 3.204 0.081 -0.182
S2 0.501 1.719 -0.029
Cl1 -3.355 -0.182 -0.091

The calculation puts the calculated total energy at -39893.54837 eV. The calculation puts the energy above the lowest of the compared OMol25 structures with the same formula, charge and spin at 1.541 eV. As for the LUMO energy: 0.0016 hartree. The SMILES is S/N=C1/CC(Cl)=CS1. Its net charge is 0. The value obtained for the HOMO energy is -8.505 eV.

Results of the Mulliken charge analysis, in e, for atoms 1 through 2: atom 1 (C): 0.1717, atom 2 (C): -0.2257



# 3
ORCA calculation (wB97M-V/def2-TZVPD) on 2 unconnected molecules or ions with the total composition C4H6N2.

Atoms and positions in Å:
C1 1.517 -1.142 -0.496
C2 0.752 -0.094 0.212
C3 0.568 0.817 1.013
N1 -1.644 1.357 0.956
N2 -1.894 0.636 -0.040
C4 -1.451 -0.236 -0.748
H1 1.272 -1.201 -1.560
H2 2.590 -0.942 -0.402
H3 1.322 -2.124 -0.052
H4 0.687 1.553 1.776
H5 -1.740 2.341 0.692
H6 -1.980 -0.964 -1.350

The calculation puts the calculated total energy at -7219.79154 eV. The calculation puts the energy above the lowest of the compared OMol25 structures with the same formula, charge and spin at 5.799 eV. As for the LUMO energy (spin up / spin down): 0.0331 / 0.0331 hartree. Its net charge is 0. The value obtained for the HOMO energy (spin up / spin down) is -8.997 / -8.998 eV.

Results of the Mulliken charge analysis, in e, for atoms 1 through 2: atom 1 (C): -1.1059, atom 2 (C): -0.1547



# 4
ORCA calculation (wB97M-V/def2-TZVPD) on 2 unconnected molecules or ions with the total composition CH3O3 in a non-equilibrium geometry.

Atoms and positions in Å:
C1 -0.618 0.923 1.460
O1 0.337 -1.024 -0.326
O2 -1.139 1.836 1.839
O3 0.040 0.029 -1.313
H1 0.048 -0.020 0.959
H2 1.284 -1.304 -0.457
H3 0.048 -0.440 -2.161

The calculation puts the calculated total energy at -7215.75935 eV. The calculation puts the energy above the lowest of the compared OMol25 structures with the same formula, charge and spin at 0.088 eV. As for the LUMO energy: -0.2197 hartree. Its net charge is +1. The value obtained for the HOMO energy is -16.832 eV.

Results of the Mulliken charge analysis, in e, for atoms 1 through 2: atom 1 (C): 0.5346, atom 2 (O): -0.4553



# 5
ORCA calculation (wB97M-V/def2-TZVPD) on a molecular structure, C28H48BMnO26 in a non-equilibrium geometry.

Atoms and positions in Å:
Mn1 5.946 4.484 19.605
O1 5.288 0.043 17.460
C1 6.389 0.463 17.142
O2 7.449 -0.312 17.012
B1 8.541 0.561 16.540
O3 8.008 1.965 16.599
C2 6.839 1.915 17.174
O4 6.229 2.923 17.614
O5 8.876 0.082 15.193
C3 10.145 -0.208 15.154
O6 10.799 -0.493 14.176
C4 10.807 0.032 16.510
O7 9.759 0.359 17.363
O8 11.992 -0.165 16.703
C5 5.095 5.008 25.252
C6 6.591 5.255 25.121
O9 6.636 5.448 23.716
C7 7.553 4.807 22.886
O10 7.357 4.535 21.713
O11 8.677 4.683 23.614
C8 9.891 4.429 22.985
H1 4.943 3.991 24.892
H2 4.384 5.633 24.711
H3 4.779 4.897 26.289
H4 7.273 4.507 25.525
H5 7.100 6.025 25.701
H6 10.428 5.325 22.675
H7 9.845 3.761 22.125
H8 10.649 3.998 23.639
C9 2.564 1.839 15.714
C10 3.195 2.927 16.629
O12 2.298 3.815 17.273
C11 2.848 4.485 18.312
O13 3.927 4.204 18.821
O14 2.002 5.375 18.895
C12 0.698 5.502 18.400
H9 3.421 1.310 15.297
H10 1.985 2.207 14.867
H11 1.936 1.142 16.269
H12 3.829 3.554 16.002
H13 3.770 2.321 17.329
H14 0.709 5.278 17.334
H15 0.348 6.509 18.630
H16 0.051 4.736 18.828
C13 3.648 9.038 16.712
C14 5.043 8.677 17.302
O15 5.522 7.690 16.438
C15 5.893 6.523 16.870
O16 5.644 6.036 18.009
O17 6.611 5.803 15.877
C16 6.911 6.274 14.580
H17 3.058 9.749 17.291
H18 2.995 8.180 16.554
H19 3.871 9.497 15.749
H20 5.191 8.357 18.334
H21 5.709 9.527 17.157
H22 6.050 6.097 13.935
H23 7.617 5.593 14.106
H24 7.387 7.246 14.448
C17 6.393 8.684 24.131
C18 6.459 9.200 22.684
O18 6.427 8.092 21.774
C19 5.376 7.457 21.210
O19 5.458 6.383 20.638
O20 4.176 8.021 21.526
C20 2.922 7.410 21.332
H25 6.568 9.481 24.854
H26 7.181 7.990 24.424
H27 5.428 8.196 24.267
H28 7.363 9.748 22.420
H29 5.552 9.723 22.381
H30 2.293 7.949 22.040
H31 2.915 6.394 21.726
H32 2.642 7.358 20.280
C21 4.097 -0.838 22.574
C22 4.448 0.406 21.703
O21 5.859 0.441 21.395
C23 6.358 1.527 20.790
O22 5.813 2.635 20.479
O23 7.665 1.313 20.560
C24 8.284 0.100 20.592
H33 4.149 -1.775 22.019
H34 3.050 -0.720 22.854
H35 4.686 -0.905 23.488
H36 4.190 1.275 22.309
H37 3.839 0.373 20.800
H38 8.084 -0.602 19.783
H39 8.168 -0.424 21.541
H40 9.294 0.487 20.454
C25 10.447 5.390 16.063
C26 10.086 5.902 17.436
O24 10.199 4.844 18.370
C27 9.147 4.293 18.968
O25 7.957 4.709 19.029
O26 9.587 3.179 19.696
C28 10.949 2.657 19.598
H41 10.345 4.309 15.967
H42 11.477 5.699 15.885
H43 9.758 5.919 15.404
H44 9.049 6.228 17.346
H45 10.836 6.618 17.773
H46 11.331 2.514 18.587
H47 10.847 1.680 20.071
H48 11.700 3.128 20.232

The calculation puts the calculated total energy at -115045.27633 eV. The calculation puts the energy above the lowest of the compared OMol25 structures with the same formula, charge and spin at 1.342 eV. As for the LUMO energy (spin up / spin down): -0.0694 / -0.0697 hartree. The spin multiplicity is 6. Its net charge is +1. The value obtained for the HOMO energy (spin up / spin down) is -11.087 / -11.087 eV.

Results of the Mulliken charge analysis, in e, for atoms 1 through 2: atom 1 (Mn): 1.7879, atom 2 (O): -0.6472



# 6
ORCA calculation (wB97M-V/def2-TZVPD) on C15H23NO4 in the gas phase.

Atoms and positions in Å:
C1 -0.890 5.373 -0.364
C2 0.255 4.395 -0.131
C3 0.747 3.785 -1.443
C4 1.972 2.887 -1.274
C5 1.683 1.625 -0.466
C6 2.887 0.686 -0.437
H1 3.766 1.229 -0.084
C7 2.661 -0.506 0.496
N1 1.507 -1.292 0.102
C8 1.581 -2.089 -0.983
C9 0.524 -2.808 -1.426
C10 -0.704 -2.731 -0.715
C11 -0.793 -1.931 0.394
C12 0.333 -1.150 0.848
O1 0.304 -0.393 1.807
C13 -2.057 -1.788 1.211
C14 -2.399 -3.104 1.870
O2 -1.924 -3.549 2.874
O3 -3.324 -3.769 1.136
C15 -3.712 -5.049 1.621
H2 -2.870 -5.742 1.569
H3 -4.044 -4.973 2.657
H4 -4.524 -5.384 0.980
H5 -1.846 -1.046 1.985
H6 -2.897 -1.461 0.593
O4 -1.722 -3.467 -1.203
H7 -2.490 -3.435 -0.611
H8 0.587 -3.443 -2.291
H9 2.539 -2.125 -1.480
H10 2.458 -0.148 1.508
H11 3.543 -1.152 0.508
H12 3.099 0.330 -1.449
H13 0.828 1.106 -0.905
H14 1.419 1.887 0.559
H15 2.332 2.597 -2.265
H16 2.770 3.454 -0.787
H17 1.000 4.595 -2.132
H18 -0.063 3.208 -1.897
H19 1.083 4.916 0.355
H20 -0.083 3.604 0.539
H21 -0.572 6.190 -1.009
H22 -1.232 5.794 0.578
H23 -1.730 4.870 -0.840

The calculation puts the calculated total energy at -25609.34966 eV. The calculation puts the energy above the lowest of the compared OMol25 structures with the same formula, charge and spin at 0.858 eV. As for the LUMO energy: 0.0265 hartree. The SMILES is CCCCCCCn1ccc(O)c(CC(=O)OC)c1=O. Its net charge is 0. The value obtained for the HOMO energy is -8.306 eV.

Results of the Mulliken charge analysis, in e, for atoms 1 through 2: atom 1 (C): -1.3807, atom 2 (C): -0.1716



# 7
ORCA calculation (wB97M-V/def2-TZVPD) on C22H20N4O in the gas phase.

Atoms and positions in Å:
O1 -0.676 -1.342 1.169
C1 -0.048 -0.725 0.335
N1 -0.597 0.139 -0.569
N2 -1.891 0.516 -0.763
C2 -2.851 0.118 -0.039
C3 -4.229 0.599 -0.344
C4 -5.138 -0.589 -0.678
C5 -6.580 -0.186 -0.712
C6 -7.038 0.942 -0.197
C7 -6.165 1.948 0.488
C8 -4.812 1.348 0.860
H1 -4.937 0.649 1.689
H2 -4.127 2.136 1.179
H3 -6.668 2.319 1.385
H4 -6.022 2.806 -0.178
H5 -8.088 1.189 -0.262
H6 -7.252 -0.887 -1.186
H7 -4.852 -1.014 -1.644
H8 -5.004 -1.377 0.072
H9 -4.183 1.276 -1.202
H10 -2.749 -0.560 0.805
H11 0.015 0.567 -1.253
C9 1.440 -0.819 0.186
C10 2.202 0.323 0.148
C11 3.609 0.221 0.040
N3 4.220 -0.935 -0.059
C12 3.504 -2.071 -0.020
C13 4.196 -3.297 -0.117
C14 3.511 -4.478 -0.073
C15 2.114 -4.488 0.070
C16 1.413 -3.317 0.160
C17 2.086 -2.081 0.120
H12 0.340 -3.327 0.280
H13 1.593 -5.433 0.107
H14 4.041 -5.417 -0.145
H15 5.268 -3.262 -0.224
C18 4.455 1.419 0.003
C19 4.109 2.611 0.636
C20 4.970 3.692 0.547
C21 6.150 3.542 -0.166
N4 6.494 2.414 -0.766
C22 5.673 1.387 -0.682
H16 5.981 0.480 -1.183
H17 6.856 4.356 -0.259
H18 4.733 4.628 1.029
H19 3.198 2.689 1.211
H20 1.737 1.296 0.205

The calculation puts the calculated total energy at -31146.04453 eV. The calculation puts the energy above the lowest of the compared OMol25 structures with the same formula, charge and spin at 0.869 eV. As for the LUMO energy: -0.0133 hartree. The SMILES is O=C(N/N=C/[C@H]1CC=CCC1)c1cc(-c2cccnc2)nc2ccccc12. Its net charge is 0. The value obtained for the HOMO energy is -8.758 eV.

Results of the Mulliken charge analysis, in e, for atoms 1 through 2: atom 1 (O): -0.6159, atom 2 (C): 0.3481



# 8
ORCA calculation (wB97M-V/def2-TZVPD) on a molecular structure, C53H54BrFO4PS3ScSi in a non-equilibrium geometry.

Atoms and positions in Å:
Sc1 -1.476 -0.174 2.683
C1 1.548 -6.352 -5.589
C2 2.345 -5.252 -4.995
C3 2.384 -5.133 -3.609
C4 3.267 -4.229 -2.968
C5 4.074 -3.404 -3.739
C6 4.086 -3.551 -5.136
C7 3.247 -4.518 -5.740
S1 5.109 -2.319 -2.895
O1 5.545 -1.314 -3.894
C8 0.616 1.503 -0.979
C9 -0.088 0.437 -1.644
C10 0.333 -0.129 -2.784
C11 1.516 0.393 -3.448
C12 1.995 -0.124 -4.661
C13 3.128 0.369 -5.297
C14 3.763 1.523 -4.793
C15 3.292 2.016 -3.598
C16 2.189 1.510 -2.839
C17 1.729 2.030 -1.556
C18 2.306 3.163 -0.900
C19 2.264 4.479 -1.494
C20 1.888 4.774 -2.804
C21 1.947 6.065 -3.318
C22 2.116 7.201 -2.430
C23 2.410 6.888 -1.134
C24 2.581 5.589 -0.658
C25 3.040 5.385 0.670
C26 3.223 4.092 1.180
C27 2.834 3.009 0.391
S2 2.888 1.442 1.102
O2 -1.150 1.127 0.897
C28 4.508 1.409 1.716
C29 4.759 1.450 3.057
C30 6.040 1.686 3.529
C31 7.107 1.930 2.608
C32 8.454 2.380 3.113
C33 6.855 1.860 1.247
C34 5.529 1.625 0.817
H1 1.743 -7.317 -5.147
H2 1.783 -6.451 -6.632
H3 0.510 -6.135 -5.471
H4 1.808 -5.805 -2.999
H5 3.417 -4.257 -1.936
H6 4.819 -3.046 -5.736
H7 3.322 -4.652 -6.845
H8 -1.017 0.041 -1.200
H9 -0.195 -0.996 -3.214
H10 1.494 -0.954 -5.160
H11 3.333 -0.044 -6.303
H12 4.568 2.079 -5.363
H13 3.916 2.861 -3.148
H14 1.436 3.939 -3.332
H15 1.926 6.281 -4.392
H16 1.913 8.216 -2.692
H17 2.543 7.680 -0.408
H18 3.302 6.268 1.264
H19 3.562 3.930 2.168
H20 3.972 1.186 3.684
H21 6.152 1.677 4.615
H22 8.347 3.423 3.531
H23 9.215 2.352 2.286
H24 8.662 1.790 4.016
H25 7.638 1.965 0.499
H26 5.295 1.736 -0.232
S3 0.087 2.006 0.608
F1 -0.996 1.295 3.648
Br1 0.609 -1.365 1.570
C35 0.182 -3.736 4.689
P1 -0.748 -2.289 5.311
C36 0.306 -1.120 6.213
C37 -1.957 -3.191 6.327
O3 -1.621 -1.577 4.302
H27 -0.522 -4.400 4.158
H28 0.554 -4.251 5.563
H29 0.998 -3.436 4.019
H30 0.586 -0.430 5.373
H31 1.160 -1.622 6.669
H32 -0.357 -0.575 6.870
H33 -2.795 -3.433 5.599
H34 -2.307 -2.623 7.156
H35 -1.532 -4.147 6.662
C38 -5.672 -2.642 2.914
C39 -6.174 -1.279 2.393
C40 -6.522 -0.313 3.558
C41 -7.425 -1.406 1.562
Si1 -4.763 -0.547 1.332
O4 -3.426 -0.508 2.295
C42 -4.564 -1.647 -0.242
C43 -4.578 -1.028 -1.535
C44 -4.156 -1.781 -2.634
C45 -3.903 -3.144 -2.478
C46 -4.103 -3.753 -1.217
C47 -4.299 -2.993 -0.087
C48 -5.302 1.085 0.618
C49 -4.621 2.249 1.019
C50 -4.953 3.519 0.575
C51 -6.140 3.643 -0.171
C52 -6.831 2.478 -0.646
C53 -6.381 1.213 -0.270
H36 -6.090 -2.942 3.867
H37 -4.599 -2.625 3.139
H38 -5.844 -3.488 2.203
H39 -7.331 -0.788 4.099
H40 -7.031 0.650 3.221
H41 -5.699 -0.112 4.252
H42 -8.092 -0.539 1.784
H43 -7.938 -2.333 1.810
H44 -7.283 -1.442 0.478
H45 -4.646 0.060 -1.614
H46 -4.141 -1.283 -3.612
H47 -3.404 -3.681 -3.297
H48 -4.065 -4.860 -1.092
H49 -4.072 -3.467 0.880
H50 -3.796 2.114 1.775
H51 -4.368 4.388 0.882
H52 -6.539 4.607 -0.505
H53 -7.733 2.550 -1.214
H54 -6.831 0.335 -0.737

The calculation puts the calculated total energy at -207168.92327 eV. As for the LUMO energy: 0.1163 hartree. Its net charge is -2. The value obtained for the HOMO energy is 0.040 eV.

Results of the Mulliken charge analysis, in e, for atoms 1 through 2: atom 1 (Sc): 1.0876, atom 2 (C): -1.5026